ORCA calculation (ωB97M-V/def2-TZVPD) on an isolated ion of composition C4H9NO2 and charge -2 in a non-equilibrium geometry.

```
16
C4H9NO2 | OMol25 | ωB97M-V/def2-TZVPD
H -0.229 -0.844 -1.877
N 1.265 0.916 0.153
H 1.919 0.577 -0.541
C -0.099 0.652 -0.236
C 1.955 0.486 1.451
O 3.209 0.963 1.541
H -2.395 -0.797 0.310
C -2.062 -0.847 -0.766
H -0.506 1.456 -0.869
C -0.498 -0.778 -0.821
H 1.770 -0.607 1.564
H -0.770 0.723 0.629
H 1.371 0.979 2.256
H 0.111 -1.401 -0.168
H -2.335 0.206 -0.999
O -2.705 -1.684 -1.628
```

Values from the calculation:
Gap between HOMO and LUMO, eV: 6.6616
Energy above the lowest of the compared OMol25 structures with the same formula, charge and spin, eV: 0.642
SMILES: [O-]CCCNC[O-]
Net charge: -2
Spin multiplicity: 1
Highest occupied orbital energy, hartree: 0.020